Computed, not measured: a single C4H7N3O molecule at a distorted geometry, with wB97M-V/def2-TZVPD.

energy above the lowest of the compared OMol25 structures with the same formula, charge and spin: 3.1838 eV
SMILES: C=C/C(=N/N)NC=O
2S+1: 1

Atoms and positions in Å:
O -2.067 1.835 0.180
N 1.331 0.186 -2.065
N 1.118 -0.723 -1.057
N -0.096 0.826 0.328
C 0.440 -1.470 0.934
C 0.021 -1.357 2.149
C -1.411 0.967 -0.220
C 0.622 -0.345 0.051
H 0.591 -2.503 0.550
H 0.388 1.668 0.711
H 0.013 -0.419 2.614
H -1.721 0.034 -0.698
H 2.183 -0.195 -2.489
H 0.657 0.188 -2.843
H -0.080 -2.254 2.782

Atom-resolved charges from Mulliken, all expressed in e: -0.46, -0.64, -0.25, -0.11, -0.13, -0.80, 0.07, 0.35, 0.30, 0.25, 0.32, 0.32, 0.28, 0.24, 0.24

Computed, not measured: a molecular structure, CoH12O6 at a distorted geometry, with wB97M-V/def2-TZVPD.

expectation value of S²: 3.75
charge: +2
energy above the lowest of the compared OMol25 structures with the same formula, charge and spin: 0.4034 eV
2S+1: 4

Atoms and positions in Å:
Co 0.101 0.038 0.004
O -1.220 -1.426 0.386
O 1.155 1.751 -0.841
O 1.215 -1.574 -0.833
O 1.336 0.089 1.576
O -1.235 0.211 -1.577
O -1.209 1.259 1.222
H 2.214 -0.261 1.426
H 1.411 -2.361 -0.324
H 0.576 2.495 -1.004
H -2.188 0.126 -1.565
H -0.979 -0.071 -2.456
H -1.661 0.732 1.882
H 1.335 0.347 2.498
H 1.758 -1.653 -1.617
H -1.507 -1.609 1.280
H -1.439 -2.219 -0.104
H -1.666 2.100 1.233
H 2.004 2.027 -1.186

Atom-resolved charges from Mulliken, all expressed in e: 1.15, -0.43, -0.52, -0.49, -0.45, -0.49, -0.47, 0.32, 0.31, 0.32, 0.33, 0.32, 0.31, 0.31, 0.28, 0.28, 0.31, 0.30, 0.30

Computed, not measured: a molecular structure, C26H37AsF4N4SSi2V at a distorted geometry, with wB97M-V/def2-TZVPD.

expectation value of S²: 0.80
2S+1: 2
calculated total energy: -5788.337447 Ha

Atoms and positions in Å:
As 0.261 -2.452 -0.863
V 0.065 -0.112 -0.383
S 2.106 5.854 -1.260
Si 0.668 -3.879 0.945
Si -0.577 -4.005 -2.411
F 0.303 0.529 4.283
F 2.676 1.252 5.275
F 4.745 0.498 1.109
F 2.361 -0.100 -0.003
N 0.336 1.721 -0.433
N 0.101 -0.231 1.488
N -1.800 8.199 -0.882
N -2.049 0.068 -0.120
C -1.227 7.686 0.192
C 1.221 0.122 2.101
C 0.785 2.069 -1.655
C -2.805 -0.517 -1.223
C -2.211 -0.727 1.103
C -1.167 -0.335 2.156
C 0.574 6.784 -1.066
C 1.022 3.878 0.354
C 0.881 -4.795 -3.382
C 2.430 0.182 1.349
C -1.206 8.017 -2.049
C -0.888 -4.526 1.883
C -1.659 -3.118 -3.739
C -0.019 7.317 -2.200
C 2.610 0.871 3.986
C -0.033 6.981 0.165
C 3.773 0.869 3.229
C 0.470 2.637 0.546
C 1.730 -3.032 2.295
C -2.541 1.427 0.090
C 1.441 4.242 -0.925
C -1.691 -5.415 -1.720
C 3.650 0.512 1.893
C 1.391 0.501 3.463
C 1.340 3.287 -1.945
C 1.719 -5.364 0.332
H -2.518 -5.017 -1.137
H 0.404 6.612 1.079
H -2.683 -2.975 -3.406
H 2.526 -4.996 -0.298
H 1.514 -5.378 -2.721
H 1.497 -4.009 -3.814
H -2.631 0.073 -2.126
H -0.603 -5.208 2.679
H 4.721 1.118 3.667
H -1.446 0.603 2.655
H -1.243 -2.142 -3.984
H 2.529 -2.443 1.851
H 1.139 -2.370 2.919
H 0.699 1.291 -2.419
H -1.438 -3.707 2.342
H -2.028 -1.774 0.834
H -1.570 -5.056 1.227
H -2.472 -1.542 -1.407
H 0.134 2.351 1.533
H -2.115 -6.015 -2.519
H 2.165 -5.922 1.147
H 1.137 4.551 1.187
H -1.741 7.863 1.128
H 0.438 7.182 -3.167
H -2.027 1.885 0.931
H -2.354 2.036 -0.798
H 2.191 -3.766 2.948
H -1.697 -3.696 -4.657
H -1.145 -1.115 2.928
H -3.885 -0.521 -1.019
H -1.699 8.458 -2.904
H 1.132 -6.056 -0.261
H -3.622 1.432 0.292
H -3.224 -0.630 1.518
H -1.125 -6.080 -1.076
H 1.697 3.505 -2.940
H 0.556 -5.444 -4.190

Atom-resolved charges from Mulliken, all expressed in e: 0.32, -0.33, -0.18, 0.22, 0.58, -0.38, -0.33, -0.33, -0.55, 0.50, 1.53, -0.59, 0.79, -0.48, -0.96, -0.51, -0.92, -1.11, -1.04, 0.40, -0.98, -1.16, 0.45, -0.37, -1.19, -1.23, -0.22, 0.33, -0.06, -0.72, -0.08, -0.98, -1.23, 0.08, -1.19, 0.38, 0.63, -0.83, -1.13, 0.33, 0.35, 0.33, 0.27, 0.30, 0.30, 0.33, 0.42, 0.52, 0.42, 0.31, 0.17, 0.14, 0.43, 0.32, 0.13, 0.31, -0.01, 0.38, 0.41, 0.43, 0.56, 0.37, 0.40, 0.32, 0.32, 0.57, 0.41, 0.54, 0.33, 0.36, 0.28, 0.34, 0.30, 0.31, 0.49, 0.38

Computed, not measured: 7 unconnected molecules or ions with the total composition C20H40Br8O9 at a distorted geometry, with wB97M-V/def2-TZVPD.

energy above the lowest of the compared OMol25 structures with the same formula, charge and spin: 0.2376 eV
SMILES: CCOC(=O)OC.CCOC(=O)OC.CCOC(=O)OC.BrCCBr.BrCCBr.BrCCBr.BrCCBr
2S+1: 1

Atoms and positions in Å:
Br -20.149 -18.440 -9.324
Br -19.886 -23.625 -6.139
Br -15.427 -16.839 -8.298
Br -13.078 -20.752 -10.185
Br -16.809 -16.938 -12.285
Br -17.956 -17.021 -4.376
Br -13.823 -21.583 -6.861
Br -17.138 -21.049 -5.582
O -13.300 -20.645 -3.086
O -7.986 -14.821 -3.907
O -8.655 -13.385 -5.552
O -15.739 -13.395 -10.121
O -13.255 -18.743 -4.312
O -15.727 -13.769 -12.197
O -9.815 -15.281 -4.922
O -13.825 -12.924 -11.255
O -15.095 -19.294 -3.269
C -18.423 -17.740 -10.085
C -11.063 -15.016 -5.654
C -6.613 -14.269 -3.835
C -15.886 -20.100 -2.431
C -15.186 -13.611 -13.524
C -18.441 -17.875 -11.664
C -19.024 -20.847 -6.149
C -8.823 -14.376 -4.832
C -15.169 -13.095 -8.860
C -16.085 -12.114 -8.169
C -15.863 -17.139 -6.425
C -15.825 -19.572 -0.986
C -17.373 -16.904 -6.261
C -12.867 -19.941 -7.528
C -12.143 -21.275 -3.610
C -19.546 -21.941 -7.145
C -11.934 -20.299 -8.686
C -15.013 -13.296 -11.189
C -12.052 -16.161 -5.758
C -13.835 -19.540 -3.611
H -18.369 -16.692 -9.789
H -14.810 -19.363 -0.648
H -17.093 -12.509 -8.045
H -15.637 -11.983 -7.184
H -6.238 -14.379 -2.818
H -14.645 -14.466 -13.928
H -12.228 -21.372 -4.693
H -12.952 -15.809 -6.260
H -12.411 -19.492 -6.646
H -6.524 -13.200 -4.028
H -11.189 -21.054 -8.436
H -15.222 -14.026 -8.296
H -10.790 -14.660 -6.647
H -17.689 -15.912 -6.582
H -18.275 -18.919 -11.930
H -15.891 -13.390 -14.326
H -16.052 -11.195 -8.754
H -15.286 -16.354 -5.936
H -14.527 -12.749 -13.632
H -16.451 -18.683 -0.897
H -17.568 -18.289 -9.692
H -12.079 -22.303 -3.251
H -11.327 -19.422 -8.911
H -16.898 -20.068 -2.834
H -19.564 -20.956 -5.209
H -20.465 -21.597 -7.619
H -11.750 -17.121 -6.176
H -15.508 -21.122 -2.469
H -14.106 -12.855 -8.873
H -12.394 -16.447 -4.763
H -17.964 -17.700 -6.712
H -16.294 -20.309 -0.334
H -11.202 -20.765 -3.408
H -15.487 -18.098 -6.068
H -5.996 -14.739 -4.602
H -19.353 -17.557 -12.170
H -13.695 -19.276 -7.776
H -11.550 -14.136 -5.232
H -19.197 -19.849 -6.552
H -18.775 -22.096 -7.900

Atom-resolved charges from Mulliken, all expressed in e: -0.22, -0.18, -0.15, -0.16, -0.15, -0.18, -0.19, -0.05, -0.34, -0.32, -0.59, -0.26, -0.51, -0.26, -0.21, -0.62, -0.07, -0.47, -0.47, -0.65, -0.15, -0.85, -0.57, -0.37, 0.71, 0.23, -1.26, -0.17, -1.26, -0.29, -0.04, -0.44, -0.63, -0.53, 0.81, -0.58, 0.67, 0.34, 0.32, 0.28, 0.39, 0.25, 0.32, 0.06, 0.13, 0.08, 0.31, 0.41, -0.19, 0.33, 0.42, 0.34, 0.32, 0.36, 0.31, 0.33, 0.30, 0.28, 0.27, 0.42, 0.24, 0.37, 0.42, 0.17, 0.32, 0.41, 0.30, -0.05, 0.39, 0.28, 0.12, 0.29, 0.43, -0.04, 0.30, 0.07, 0.35